Here is C4H6N2O in the gas phase at a distorted geometry from the Open Molecules 2025 dataset. Energies are from ωB97M-V/def2-TZVPD.

Last column: Löwdin charge in e.
Element x y z (Å)
H1 -1.63 2.55 -0.40  0.07
N1 -1.36 1.63 0.03  0.08
C1 -0.17 1.31 -0.09  -0.25
C2 0.37 -0.01 0.51  -0.21
C3 1.85 0.07 0.37  -0.28
O1 2.49 0.83 -0.28  0.07
C4 -0.24 -1.28 -0.31  -0.19
N2 -0.82 -2.10 0.40  0.09
H2 -1.41 -2.90 0.07  0.08
H3 0.59 2.10 -0.50  0.15
H4 -0.08 -0.13 1.56  0.16
H5 2.32 -0.72 0.90  0.11
H6 -0.10 -1.32 -1.39  0.12

total charge = 0
calculated total energy = -9270.5279 eV
relative energy (zero: lowest compared OMol25 entry of this formula, charge and spin) = 286.9 kJ/mol
orbital gap = 10.244 eV
SMILES string = [H]/N=C/C(C=O)/C=N/[H]
E_HOMO = -9.462 eV